{"formula": "C4H5NO3", "method": "ωB97M-V/def2-TZVPD", "elements": ["C", "C", "C", "C", "H", "H", "H", "H", "H", "N", "O", "O", "O"], "positions_angstrom": [[-1.040245, 0.046260, 0.010136], [-0.572753, -1.321748, -0.166900], [0.809485, -1.335158, -0.061863], [0.102858, 0.840263, 0.033103], [-2.899693, -0.196516, 0.052702], [-1.167646, -2.195925, -0.095426], [1.435446, -2.289376, 0.148157], [2.734647, 0.594219, 0.860302], [-1.029230, 2.708504, -0.761883], [1.190770, -0.054384, -0.002771], [-2.329133, 0.549437, 0.104182], [2.453549, 0.500386, -0.081288], [0.311946, 2.154034, -0.038455]], "forces_ev_per_a": [[1.150, -0.699, -0.027], [-0.174, 1.418, 1.010], [-0.047, -2.495, -0.056], [-0.278, -0.981, -0.113], [-0.959, -0.822, -0.158], [-0.463, -0.579, -0.031], [-0.876, 2.311, -0.614], [-0.150, 0.016, -0.938], [3.836, -1.607, 1.911], [-0.011, 2.367, -0.050], [1.701, 0.587, -0.308], [0.318, -0.689, 1.035], [-4.047, 1.174, -1.663]], "mol_weight_g_mol": 115.09, "relative_energy_kj_mol": 646.1, "gap_ev": 6.321, "largest_force_ev_per_a": 4.58}